No. 1
The following is a quantum chemistry calculation of a cluster of 7 separate species, C16H37BCl13NO3P in total, from OMol25.

CARTESIAN COORDINATES (ANGSTROEM)
C -0.167 -3.814 -2.528
C -0.136 -2.284 -2.039
B -0.716 -2.051 -0.538
O -1.700 -2.997 -0.019
P -0.174 -0.599 0.658
C -1.162 0.617 -0.508
C -2.583 0.033 -0.879
O -3.508 -0.129 -0.058
C 0.716 -1.919 1.742
C 2.293 -1.749 1.882
O 2.763 -2.776 2.825
C 3.115 -1.950 0.543
N 2.852 -3.230 -0.171
C 0.181 0.792 1.945
Cl 1.238 2.161 1.230
C -1.170 1.377 2.612
C -1.260 1.000 4.169
H -0.487 -3.859 -3.626
H -0.903 -4.459 -1.964
H 0.854 -4.306 -2.434
H 0.912 -1.833 -2.092
H -0.766 -1.650 -2.758
H -2.517 -2.954 -0.556
H 1.002 -0.293 -0.124
H -1.411 -0.866 1.395
H -1.199 1.687 -0.139
H -0.571 0.645 -1.491
H -2.804 -0.324 -1.948
H 0.289 -1.818 2.805
H 0.514 -2.995 1.436
H 2.608 -0.752 2.341
H 2.000 -2.954 3.411
H 4.220 -1.976 0.849
H 3.021 -1.023 -0.117
H 2.928 -2.992 -1.174
H 1.884 -3.548 -0.065
H 0.792 0.405 2.830
H -1.125 2.516 2.514
H -2.102 1.059 2.052
H -0.251 1.064 4.686
H -1.897 1.824 4.643
H -1.786 0.011 4.351
C 3.712 5.169 2.068
Cl 5.165 4.722 2.972
Cl 2.733 6.338 2.965
H 4.008 5.611 1.121
H 3.117 4.274 1.889
C -0.444 -5.837 -6.149
Cl -1.701 -4.921 -5.309
Cl 1.014 -5.990 -5.161
H -0.824 -6.832 -6.372
H -0.192 -5.322 -7.073
C 0.860 5.300 -0.871
Cl 2.274 6.359 -0.764
Cl 0.691 4.620 -2.493
H 0.976 4.487 -0.156
H -0.031 5.876 -0.634
C -4.789 -1.577 4.117
Cl -5.124 0.161 4.125
Cl -3.736 -2.021 2.772
H -4.301 -1.845 5.051
H -5.729 -2.116 4.023
C 2.570 9.918 4.774
Cl 2.253 11.658 4.818
Cl 1.066 8.993 4.725
H 3.154 9.688 3.885
H 3.127 9.639 5.665
C -2.821 -3.795 -9.196
Cl -3.211 -5.365 -8.484
Cl -1.094 -3.441 -9.066
H -3.100 -3.806 -10.247
H -3.380 -3.022 -8.673

Calculated values
- Total charge: -1
- Spin multiplicity: 1
- HOMO energy: -3.83 eV



No. 2
The following is a quantum chemistry calculation of a structure of composition C16H37BeCaClCsF6N2NaO13P2S2, from OMol25.

CARTESIAN COORDINATES (ANGSTROEM)
N -6.614 6.566 1.646
P -5.745 5.387 1.121
O -4.747 4.846 2.185
O -4.926 5.853 -0.196
S -7.028 3.732 0.512
O -8.135 4.363 -0.218
O -7.559 2.996 1.618
N -6.194 2.889 -0.552
S -5.582 1.488 -0.125
O -4.874 0.993 -1.283
O -6.598 0.531 0.255
C -4.305 1.587 1.231
F -3.818 0.342 1.384
F -4.815 1.935 2.397
C -3.063 2.455 0.777
F -2.312 1.657 0.005
F -2.311 2.831 1.775
F -3.438 3.493 0.033
H -6.441 7.386 1.072
H -4.304 5.570 2.656
H -5.536 5.860 -0.939
Cs -5.911 -1.167 -1.233
C -12.799 -0.309 -1.234
C -11.396 0.074 -0.881
O -10.425 -0.358 -1.431
C -11.192 1.082 0.268
H -12.781 -1.024 -2.051
H -13.270 -0.778 -0.365
H -13.365 0.572 -1.548
H -11.610 0.646 1.181
H -11.673 2.039 0.035
H -10.127 1.253 0.422
C 0.798 -2.790 -1.902
C -0.358 -2.207 -1.004
C 0.331 -1.293 0.085
O -0.953 -3.190 -0.403
H 1.512 -3.373 -1.323
H 0.387 -3.423 -2.684
H 1.338 -1.966 -2.372
H -0.964 -1.543 -1.645
H 1.035 -1.853 0.696
H -0.424 -0.851 0.731
H 0.873 -0.492 -0.423
Na -8.161 6.251 -1.040
Ca -12.650 0.959 2.936
O 4.753 -2.225 -1.342
P 5.923 -1.732 -0.585
O 7.199 -2.604 -1.075
C 7.654 -2.434 -2.411
C 8.441 -1.145 -2.580
O 5.724 -2.405 0.880
C 4.467 -2.940 1.296
C 4.441 -4.444 1.128
O 6.769 -0.504 0.032
C 6.128 0.794 0.143
C 5.014 0.790 1.169
H 6.788 -2.479 -3.099
H 8.291 -3.285 -2.644
H 7.807 -0.257 -2.442
H 8.889 -1.089 -3.576
H 9.232 -1.091 -1.834
H 3.643 -2.468 0.759
H 4.353 -2.685 2.351
H 4.660 -4.729 0.098
H 3.465 -4.849 1.403
H 5.200 -4.909 1.758
H 5.752 1.098 -0.838
H 6.905 1.499 0.430
H 4.181 0.158 0.847
H 4.632 1.799 1.320
H 5.370 0.397 2.121
C 12.100 -1.876 1.241
C 11.034 -1.498 0.231
O 11.286 -2.099 -1.042
H 13.084 -1.569 0.888
H 11.910 -1.406 2.206
H 12.130 -2.959 1.382
H 11.019 -0.420 0.076
H 10.044 -1.811 0.583
H 11.291 -3.053 -0.916
F -12.251 -1.735 1.515
Cl -3.490 1.715 4.323
Be 6.291 -0.569 -3.961

Calculated values
- Relative energy (zero: lowest compared OMol25 entry of this formula, charge and spin): 0.0 kcal/mol
- Total charge: +2
- Spin multiplicity: 1
- HOMO energy: -10.24 eV



No. 3
The following is a quantum chemistry calculation of a cluster of 2 separate species, C16H37F5NO10P2S3 in total, from OMol25.

CARTESIAN COORDINATES (ANGSTROEM)
C -0.333 5.699 -1.779
C 1.234 5.396 -1.798
O 1.602 4.138 -1.191
C 0.701 3.089 -1.567
C 1.327 1.603 -1.291
O 1.940 1.701 -0.019
P 2.426 0.225 0.763
O 2.300 -0.606 -0.736
C 4.239 0.636 0.268
O 4.376 1.848 -0.560
C 5.107 1.521 -1.768
C 5.457 2.836 -2.628
P 0.285 -0.305 1.102
O -0.167 -1.331 -0.257
O -0.855 0.912 0.953
S -0.148 -1.421 2.587
S 3.170 -1.641 1.669
C 2.389 -3.206 0.991
O 3.000 -1.774 3.152
O 4.670 -1.854 1.459
S 2.676 1.418 2.570
O 3.843 1.035 3.473
O 3.209 2.753 2.028
C 1.323 1.988 3.636
F 0.257 2.721 3.045
F 1.941 3.071 4.368
C 0.745 1.127 4.851
F 1.370 -0.059 5.125
F -0.651 1.014 4.648
F 0.796 1.832 6.084
H -0.583 6.810 -1.903
H -0.911 5.117 -2.572
H -0.724 5.354 -0.763
H 1.566 5.461 -2.897
H 1.749 6.279 -1.283
H -0.297 3.095 -1.015
H 0.571 3.140 -2.704
H 2.042 1.485 -2.181
H 0.405 0.956 -1.404
H 2.968 -1.294 -0.882
H 4.722 -0.143 -0.421
H 4.961 0.761 1.129
H 4.503 0.815 -2.444
H 6.122 1.037 -1.531
H 4.973 3.755 -2.181
H 5.142 2.661 -3.706
H 6.592 2.972 -2.659
H -0.133 -2.263 0.026
H -0.510 1.792 0.712
H 2.056 -3.123 -0.085
H 1.581 -3.615 1.688
H 3.213 -4.004 1.010
C -5.698 -5.215 0.740
C -4.816 -3.984 0.565
N -4.359 -3.782 -0.805
C -3.292 -2.790 -0.918
C -3.624 -1.349 -0.548
C -5.397 -3.702 -1.824
C -6.468 -2.621 -1.669
H -5.199 -6.113 0.367
H -5.914 -5.367 1.800
H -6.656 -5.108 0.225
H -3.942 -4.123 1.208
H -5.352 -3.106 0.949
H -2.889 -2.807 -1.936
H -2.460 -3.115 -0.283
H -4.229 -0.863 -1.315
H -2.699 -0.778 -0.461
H -4.144 -1.273 0.410
H -5.903 -4.673 -1.874
H -4.929 -3.596 -2.809
H -6.855 -2.557 -0.650
H -7.315 -2.850 -2.323
H -6.098 -1.639 -1.963

Calculated values
- Total charge: -1
- Spin multiplicity: 1
- HOMO energy: -6.04 eV